(1)
This record from the OMol25 dataset describes a cluster of 7 separate species, C46H94N9O7Si in total. The level of theory is ωB97M-V with the def2-TZVPD basis set.

Last column: Löwdin charge in e.
Element x y z (Å)
C 4.31 3.18 -0.42  0.01
C 4.11 2.09 -1.45  -0.48
O 4.86 2.04 -2.42  0.06
N 3.09 1.11 -1.31  0.03
C 3.61 -0.19 -0.81  -0.19
C 3.41 -1.27 -1.90  -0.17
C 1.91 -1.31 -2.32  -0.16
C 1.32 -2.74 -2.42  -0.12
N 0.32 -3.11 -1.35  -0.17
C -0.92 -2.24 -1.50  -0.08
C -2.25 -2.96 -1.64  -0.16
C -2.90 -3.57 -0.37  -0.16
C -2.75 -2.78 0.96  -0.19
C -4.16 -2.49 1.59  -0.19
C -4.48 -0.99 1.41  -0.21
C -4.40 -0.53 -0.06  -0.26
C -4.89 0.93 -0.22  -0.24
Si -3.97 1.93 -1.52  0.60
C -2.37 2.70 -0.84  -0.16
C -5.09 3.42 -1.94  -0.17
C -3.68 1.03 -3.16  -0.25
C -2.97 1.70 -4.13  -0.12
C -2.72 1.16 -5.37  -0.08
C -3.20 -0.10 -5.65  -0.09
C -3.90 -0.79 -4.70  -0.10
C -4.16 -0.24 -3.46  -0.10
C 0.17 -4.58 -1.23  -0.08
C 0.16 -4.97 0.27  -0.10
C 0.66 -3.75 1.07  -0.26
C 1.69 -3.94 2.19  -0.14
C 3.10 -4.35 1.74  -0.27
N 3.13 -5.48 0.81  0.00
C 1.10 -2.79 -0.08  -0.07
H 4.65 2.78 0.54  0.08
H 5.06 3.89 -0.76  0.09
H 3.40 3.76 -0.21  0.09
H 2.41 1.49 -0.66  0.12
H 3.12 -0.48 0.12  0.11
H 4.69 -0.07 -0.69  0.12
H 4.00 -0.92 -2.75  0.11
H 3.78 -2.24 -1.57  0.10
H 1.29 -0.62 -1.74  0.10
H 1.89 -0.91 -3.34  0.12
H 2.15 -3.45 -2.48  0.13
H 0.80 -2.81 -3.39  0.14
H -0.78 -1.69 -2.43  0.13
H -0.89 -1.49 -0.71  0.12
H -2.19 -3.76 -2.40  0.08
H -2.96 -2.24 -2.06  0.09
H -3.97 -3.63 -0.59  0.10
H -2.57 -4.62 -0.29  0.09
H -2.25 -3.43 1.67  0.09
H -2.27 -1.81 0.85  0.09
H -4.93 -3.16 1.21  0.11
H -4.06 -2.68 2.67  0.10
H -3.69 -0.44 1.95  0.12
H -5.41 -0.68 1.90  0.11
H -3.37 -0.63 -0.42  0.08
H -5.06 -1.20 -0.63  0.11
H -4.78 1.48 0.73  0.06
H -5.96 0.93 -0.47  0.08
H -1.94 2.03 -0.09  0.02
H -2.60 3.66 -0.36  0.03
H -1.64 2.92 -1.63  0.02
H -4.85 3.75 -2.96  0.02
H -6.13 3.08 -1.91  0.03
H -4.98 4.23 -1.21  0.03
H -2.61 2.71 -3.93  0.10
H -2.18 1.72 -6.12  0.11
H -3.01 -0.54 -6.63  0.11
H -4.27 -1.78 -4.95  0.10
H -4.74 -0.79 -2.73  0.09
H -0.55 -5.08 -1.88  0.14
H 1.12 -5.03 -1.56  0.13
H -0.79 -5.29 0.70  0.11
H 0.76 -5.88 0.28  0.10
H -0.12 -3.13 1.55  0.12
H 1.78 -3.05 2.82  0.12
H 1.29 -4.72 2.85  0.13
H 3.63 -3.51 1.27  0.10
H 3.69 -4.62 2.63  0.11
H 2.62 -6.28 1.17  0.07
H 4.08 -5.76 0.63  0.08
H 1.03 -1.78 0.29  0.14
H 2.11 -3.16 -0.29  0.11
C -2.06 -5.42 -6.21  0.00
C -3.23 -4.88 -5.44  -0.54
O -3.09 -4.26 -4.39  0.00
N -4.47 -5.09 -5.95  0.01
C -4.83 -5.79 -7.17  -0.06
H -1.14 -5.17 -5.68  0.08
H -2.12 -6.51 -6.30  0.09
H -2.01 -4.97 -7.21  0.09
H -5.21 -4.70 -5.38  0.14
H -5.38 -5.10 -7.82  0.09
H -5.49 -6.63 -6.92  0.09
H -3.96 -6.16 -7.69  0.07
C 6.11 4.09 4.05  0.00
C 4.84 3.29 3.87  -0.55
O 3.95 3.66 3.11  0.01
N 4.71 2.14 4.57  0.01
C 5.65 1.55 5.51  -0.08
H 6.06 4.98 3.43  0.08
H 6.21 4.41 5.09  0.09
H 6.98 3.50 3.76  0.06
H 3.84 1.66 4.40  0.13
H 5.92 0.55 5.16  0.06
H 5.16 1.46 6.49  0.08
H 6.55 2.15 5.62  0.07
C -5.91 4.24 3.80  0.00
C -5.99 2.95 3.03  -0.54
O -5.03 2.18 2.95  0.01
N -7.16 2.66 2.41  0.01
C -8.38 3.43 2.39  -0.07
H -4.92 4.34 4.24  0.08
H -6.08 5.09 3.14  0.09
H -6.65 4.24 4.61  0.07
H -7.14 1.78 1.91  0.13
H -9.19 2.84 2.81  0.08
H -8.63 3.68 1.36  0.08
H -8.28 4.35 2.96  0.08
C 9.98 0.92 2.35  0.00
C 8.74 0.71 3.19  -0.53
O 8.20 1.64 3.78  0.02
N 8.24 -0.55 3.27  0.01
C 8.74 -1.76 2.65  -0.07
H 10.25 1.97 2.38  0.09
H 10.81 0.33 2.74  0.09
H 9.78 0.64 1.31  0.09
H 7.42 -0.61 3.85  0.12
H 7.97 -2.18 2.00  0.08
H 8.99 -2.49 3.42  0.09
H 9.63 -1.56 2.05  0.07
C 6.88 4.14 -7.56  -0.01
C 7.88 3.83 -6.47  -0.56
O 9.08 3.91 -6.66  0.03
N 7.39 3.46 -5.26  0.01
C 6.01 3.30 -4.84  -0.08
H 7.41 4.42 -8.46  0.08
H 6.27 3.26 -7.78  0.08
H 6.23 4.97 -7.26  0.08
H 8.11 3.27 -4.58  0.14
H 5.81 3.97 -4.01  0.08
H 5.85 2.28 -4.52  0.06
H 5.32 3.53 -5.65  0.07
C -5.32 5.12 8.06  -0.01
C -6.63 4.41 7.87  -0.55
O -7.46 4.79 7.05  0.02
N -6.88 3.32 8.64  0.01
C -6.03 2.73 9.65  -0.08
H -5.27 5.97 7.38  0.08
H -5.23 5.50 9.08  0.09
H -4.48 4.45 7.84  0.08
H -7.78 2.90 8.46  0.14
H -5.81 1.69 9.38  0.08
H -6.55 2.73 10.61  0.08
H -5.09 3.27 9.76  0.07

Output
Multiplicity = 1
Charge = +1
Orbital gap = 8.260 eV



(2)
This record from the OMol25 dataset describes a cluster of 2 separate species, C3H8O in total. The level of theory is ωB97M-V with the def2-TZVPD basis set.

Last column: Löwdin charge in e.
Element x y z (Å)
C 1.19 -5.03 3.57  -0.05
H 0.89 -3.99 3.71  0.01
H 0.51 -5.83 3.84  0.01
H 2.05 -5.20 4.21  0.01
H 1.49 -5.16 2.53  0.01
O -1.43 2.42 -3.81  0.04
C -0.93 2.80 -2.78  -0.33
C -0.84 4.22 -2.33  -0.06
H -0.48 2.02 -2.13  0.11
H -0.30 4.77 -3.10  0.09
H -0.32 4.28 -1.38  0.07
H -1.82 4.69 -2.31  0.09

Output
Multiplicity = 1
SMILES = CC=O.C
Orbital gap = 11.051 eV



(3)
This record from the OMol25 dataset describes a structure of composition C33H45BiN5O. The level of theory is ωB97M-V with the def2-TZVPD basis set.

Last column: Löwdin charge in e.
Element x y z (Å)
Bi 0.15 -0.05 0.12  1.72
N -0.28 -2.41 2.21  0.07
N 0.59 -2.43 -1.25  -0.15
C 2.27 1.72 -0.26  -0.32
C 3.14 0.63 0.06  -0.29
C 2.86 0.21 1.39  -0.32
C 3.41 -0.99 2.09  -0.08
H 3.95 -1.65 1.41  0.06
H 2.61 -1.58 2.56  0.07
H 4.11 -0.68 2.88  0.07
C 1.85 1.04 1.94  -0.38
C 1.38 0.98 3.33  -0.08
H 2.02 1.58 3.99  0.08
H 1.37 -0.06 3.70  0.07
H 0.35 1.34 3.41  0.04
C 1.44 1.98 0.91  -0.43
C 0.43 3.06 1.05  -0.10
H -0.39 2.76 1.71  0.05
H -0.02 3.34 0.08  0.06
H 0.89 3.96 1.47  0.07
C 4.04 -0.11 -0.85  -0.08
H 5.02 -0.25 -0.39  0.07
H 4.17 0.41 -1.81  0.05
H 3.64 -1.12 -1.07  0.07
C 2.12 2.43 -1.56  -0.07
H 1.06 2.54 -1.85  0.07
H 2.62 1.89 -2.37  0.05
H 2.55 3.44 -1.50  0.07
C -1.19 -2.77 3.11  -0.17
H -1.38 -2.10 3.95  0.06
C -1.93 -3.94 3.01  -0.12
H -2.66 -4.17 3.77  0.07
C -1.71 -4.78 1.91  -0.12
H -2.27 -5.71 1.80  0.09
C -0.80 -4.40 0.94  -0.05
H -0.56 -4.98 0.05  0.09
C -0.11 -3.17 1.11  -0.32
C 0.80 -2.54 0.15  -0.29
H 1.86 -2.42 0.43  0.08
C 0.72 -1.15 -1.77  -0.32
C 0.32 -3.33 -2.28  -0.05
H 0.25 -4.38 -2.06  0.10
C 0.18 -2.62 -3.41  -0.07
H -0.07 -2.95 -4.41  0.10
N 0.36 -1.27 -3.09  -0.05
C 0.38 -0.11 -3.97  -0.12
C 1.62 0.28 -4.51  -0.21
C 1.68 1.44 -5.27  -0.02
H 2.64 1.71 -5.73  0.12
C 0.56 2.25 -5.48  -0.28
C 0.62 3.44 -6.38  -0.06
H 0.59 4.38 -5.81  0.08
H -0.23 3.44 -7.07  0.08
H 1.54 3.43 -6.96  0.07
C -0.62 1.92 -4.80  -0.02
H -1.49 2.56 -4.89  0.12
C -0.72 0.76 -4.03  -0.20
C -1.98 0.49 -3.26  -0.09
H -2.45 -0.46 -3.55  0.08
H -2.69 1.30 -3.49  0.06
H -1.82 0.49 -2.17  0.00
C 2.86 -0.51 -4.26  -0.04
H 3.00 -1.28 -5.04  0.09
H 2.85 -1.02 -3.28  0.06
H 3.72 0.16 -4.29  0.08
C -3.62 0.21 1.00  -0.08
N -3.53 0.31 2.44  -0.13
C -4.72 0.02 3.23  -0.05
C -2.31 0.41 3.00  -0.49
O -1.28 0.45 2.26  -0.16
N -2.25 0.55 4.38  -0.15
C -2.87 1.76 4.93  -0.07
C -1.11 0.03 5.12  -0.08
H -4.68 0.16 0.76  0.07
H -3.12 -0.69 0.60  0.07
H -3.20 1.11 0.52  0.08
H -4.55 -0.80 3.95  0.10
H -5.07 0.92 3.77  0.07
H -5.49 -0.29 2.52  0.08
H -3.59 1.53 5.72  0.08
H -2.08 2.39 5.36  0.09
H -3.38 2.31 4.13  0.09
H -0.56 -0.70 4.51  0.05
H -0.43 0.83 5.42  0.08
H -1.46 -0.49 6.03  0.09

Output
Multiplicity = 1
Charge = -1
Orbital gap (spin up / spin down) = 2.984 / 3.070 eV



(4)
This record from the OMol25 dataset describes a cluster of 3 separate species, C2H10O3 in total. The level of theory is ωB97M-V with the def2-TZVPD basis set.

Last column: Löwdin charge in e.
Element x y z (Å)
O 9.39 -18.34 0.09  -0.05
H 10.33 -18.20 0.14  0.04
H 9.28 -19.21 -0.31  0.04
O 6.79 -16.48 0.70  -0.06
H 7.43 -17.20 0.83  0.00
H 7.01 -16.14 -0.17  0.02
C 7.89 -13.20 -0.05  -0.10
C 6.69 -12.48 -0.59  -0.32
O 6.96 -12.01 -1.92  -0.08
H 8.25 -13.95 -0.75  0.07
H 7.70 -13.67 0.91  0.07
H 8.69 -12.46 0.08  0.08
H 6.46 -11.64 0.07  0.11
H 5.81 -13.13 -0.63  0.11
H 6.81 -11.06 -1.97  0.07

Output
Multiplicity = 1
SMILES = CCO.O.O
Orbital gap = 10.844 eV



(5)
This record from the OMol25 dataset describes a structure of composition C48H40CdCl2N7O4PS. The level of theory is ωB97M-V with the def2-TZVPD basis set.

Last column: Löwdin charge in e.
Element x y z (Å)
Cd -0.95 -0.10 -1.74  1.33
Cl 3.86 -3.42 -5.24  0.65
C 2.29 -2.94 -4.70  -0.68
C 2.11 -1.64 -4.24  -0.05
C 0.87 -1.20 -3.79  -0.24
N 0.65 0.08 -3.24  -0.04
C 1.42 1.10 -3.59  -0.54
O 2.27 1.14 -4.49  0.01
C 1.26 2.39 -2.79  -0.20
C 2.23 3.37 -3.04  -0.01
C 2.20 4.55 -2.31  -0.06
C 1.22 4.72 -1.35  -0.06
C 0.29 3.71 -1.19  -0.15
N 0.29 2.57 -1.90  0.07
C -0.22 -2.11 -3.79  -0.24
C -0.02 -3.41 -4.26  -0.05
C 1.22 -3.82 -4.71  -0.69
Cl 1.40 -5.45 -5.28  0.65
N -1.41 -1.65 -3.24  -0.03
C -2.60 -2.19 -3.50  -0.52
O -2.88 -3.13 -4.25  0.01
C -3.75 -1.52 -2.77  -0.20
C -5.02 -2.07 -2.93  0.00
C -6.10 -1.47 -2.31  -0.05
C -5.88 -0.33 -1.56  -0.06
C -4.59 0.15 -1.45  -0.15
N -3.54 -0.43 -2.02  0.07
H 2.95 -0.96 -4.26  0.10
H 2.96 3.16 -3.80  0.12
H 2.94 5.32 -2.50  0.11
H 1.17 5.61 -0.74  0.11
H -0.50 3.82 -0.46  0.09
H -0.86 -4.09 -4.30  0.09
H -5.11 -2.95 -3.55  0.12
H -7.09 -1.89 -2.42  0.11
H -6.69 0.19 -1.07  0.10
H -4.40 1.06 -0.89  0.08
O -2.42 2.49 -0.98  -0.09
N -2.00 1.44 -0.18  -0.09
C -2.66 1.41 0.90  -0.15
C -2.57 0.45 2.01  -0.20
C -3.19 0.90 3.18  -0.04
C -3.22 0.14 4.33  -0.06
C -2.64 -1.12 4.32  -0.05
C -2.03 -1.59 3.17  -0.09
C -1.97 -0.82 2.00  -0.31
P -1.13 -1.60 0.56  1.05
C -2.32 -2.89 0.05  -0.37
C -3.61 -2.99 0.58  -0.08
C -4.48 -3.96 0.10  -0.08
C -4.07 -4.84 -0.90  -0.07
C -2.79 -4.74 -1.43  -0.06
C -1.93 -3.76 -0.97  -0.13
C 0.21 -2.51 1.41  -0.38
C 0.49 -3.85 1.17  -0.07
C 1.54 -4.47 1.85  -0.07
C 2.28 -3.78 2.78  -0.07
C 1.99 -2.44 3.04  -0.07
C 0.98 -1.81 2.34  -0.13
H -1.72 2.54 -1.66  0.04
H -3.38 2.22 1.05  0.14
H -3.65 1.88 3.17  0.11
H -3.70 0.52 5.22  0.11
H -2.66 -1.74 5.21  0.11
H -1.58 -2.57 3.18  0.12
H -3.94 -2.32 1.35  0.10
H -5.48 -4.03 0.51  0.11
H -4.76 -5.59 -1.27  0.11
H -2.48 -5.39 -2.24  0.12
H -0.95 -3.66 -1.43  0.10
H -0.09 -4.42 0.47  0.09
H 1.75 -5.51 1.64  0.11
H 3.08 -4.27 3.32  0.11
H 2.56 -1.89 3.79  0.10
H 0.75 -0.77 2.55  0.09
C 6.52 4.02 1.06  -0.11
C 5.60 2.98 0.45  -0.24
C 4.14 3.25 0.80  -0.18
N 3.23 2.29 0.19  0.03
C 3.09 1.00 0.52  -0.86
S 2.59 -0.16 -0.55  0.71
N 3.43 0.65 1.83  0.11
C 3.03 1.17 3.05  -0.43
O 3.53 0.73 4.07  0.09
C 1.94 2.19 3.12  -0.15
C 0.83 2.18 2.27  -0.02
C -0.19 3.09 2.47  -0.08
C -0.11 4.03 3.49  -0.07
C 0.99 4.03 4.34  -0.07
C 2.00 3.11 4.16  -0.02
H 7.57 3.81 0.82  0.07
H 6.43 4.03 2.15  0.08
H 6.29 5.02 0.69  0.07
H 5.87 1.98 0.80  0.11
H 5.71 2.96 -0.64  0.12
H 3.84 4.24 0.44  0.12
H 4.01 3.27 1.88  0.11
H 2.95 2.48 -0.76  0.09
H 3.78 -0.29 1.91  0.13
H 0.76 1.45 1.46  0.09
H -1.06 3.07 1.82  0.08
H -0.91 4.74 3.63  0.11
H 1.05 4.76 5.14  0.11
H 2.85 3.07 4.83  0.12

Output
Multiplicity = 1
Orbital gap = 6.121 eV